Density functional theory data (ωB97M-V/def2-TZVPD) for C5H13N2O as an isolated structure.

Element x y z (Å)
1 C 0.994 0.825 -1.070
2 C 0.460 -1.598 -0.489
3 C -0.521 0.401 -0.955
4 C -1.384 1.527 -0.414
5 C -0.693 -0.194 2.396
6 N -0.481 -0.759 -0.137
7 N 1.773 -0.401 -1.066
8 O -0.177 -1.298 2.833
9 H 1.142 1.409 -1.977
10 H 1.247 1.431 -0.202
11 H 0.867 -2.231 0.294
12 H 0.367 -2.107 -1.453
13 H -0.879 0.130 -1.962
14 H -1.061 1.813 0.584
15 H -2.426 1.222 -0.373
16 H -1.300 2.392 -1.067
17 H -1.750 -0.075 2.212
18 H -0.016 0.643 2.364
19 H 2.071 -0.694 -1.992
20 H 2.565 -0.396 -0.431
21 H -0.798 -2.042 2.905

Cartesian forces (eV/Å) of the 3 atoms listed first:
-0.674 0.354 -0.051
-0.133 -0.373 -0.282
0.128 -0.017 -0.434

Output
- 2S+1: 1
- Total charge: +1
- Relative energy (zero: lowest compared OMol25 entry of this formula, charge and spin): 413.1 kJ/mol
- Kohn-Sham gap (alpha / beta): 7.401 / 7.402 eV

Atom charges from the Mulliken analysis, given in e for atoms 1 to 2: -0.7384 -0.4139